[1]
{
  "formula": "C3H12NO4",
  "method": "ωB97M-V/def2-TZVPD",
  "elements": ["O", "C", "C", "N", "C", "O", "H", "H", "H", "H", "H", "H", "H", "H", "H", "H", "O", "H", "H", "O"],
  "coordinates": [[-1.25, 1.13, -0.75], [-0.77, 0.10, -1.50], [0.36, -0.67, -0.81], [0.66, -0.22, 0.57], [1.97, -0.78, 0.96], [-1.14, -0.12, -2.61], [-1.72, 1.65, -1.42], [1.14, -0.54, -1.58], [0.21, -1.75, -0.74], [0.56, 0.85, 0.68], [-0.09, -0.67, 1.20], [1.94, -1.87, 1.20], [2.25, -0.51, 1.98], [2.82, -0.55, 0.33], [-0.73, -2.35, 2.61], [-1.68, -2.22, 1.44], [-0.76, -2.06, 1.69], [0.64, 2.68, 1.99], [0.22, 3.02, 0.47], [0.69, 2.42, 1.07]],
  "energy_ev": -12979.6765,
  "orbital_gap_ha": 0.42473,
  "total_charge": 1,
  "relative_energy_kcal_mol": 20.70
}

---

[2]
{
  "formula": "C2H32O14",
  "method": "ωB97M-V/def2-TZVPD",
  "elements": ["C", "O", "C", "H", "H", "H", "H", "H", "H", "H", "H", "O", "H", "H", "O", "H", "H", "O", "H", "H", "O", "H", "H", "O", "H", "H", "O", "H", "H", "O", "H", "H", "O", "H", "H", "O", "H", "H", "O", "H", "H", "O", "H", "H", "O", "H", "H", "O"],
  "coordinates": [[-1.59, -1.41, 2.17], [-1.03, -0.54, 1.15], [-1.20, -2.85, 1.95], [-1.33, -0.96, 3.12], [-2.72, -1.13, 2.12], [-1.33, -0.70, 0.24], [-0.54, -2.65, 1.10], [-0.52, -3.27, 2.74], [-2.05, -3.50, 1.75], [0.39, 3.39, -1.05], [1.74, 3.58, -1.68], [0.96, 4.08, -1.36], [2.60, -3.58, 0.35], [2.26, -3.69, 1.79], [1.86, -3.56, 0.92], [-1.85, -0.74, -2.29], [-2.13, -2.18, -2.09], [-2.48, -1.33, -1.84], [2.03, 1.03, 0.33], [0.88, 1.77, -0.49], [1.83, 1.72, -0.37], [0.75, -2.57, -1.18], [1.06, -1.67, -2.17], [0.32, -2.27, -2.01], [-0.35, 3.16, 3.26], [1.10, 3.04, 3.70], [0.29, 3.56, 3.85], [-1.44, 1.20, 0.61], [-2.13, 2.38, 0.03], [-1.53, 2.21, 0.77], [2.68, -0.46, -3.08], [2.76, 0.24, -1.79], [3.07, -0.60, -2.22], [0.70, -0.70, 0.84], [2.04, -1.42, 1.04], [1.67, -0.65, 0.62], [-0.02, 3.34, -3.45], [1.43, 3.33, -3.89], [0.68, 2.76, -3.80], [3.82, -1.54, -0.70], [4.00, -1.78, 0.85], [3.80, -2.20, 0.02], [-3.17, 0.43, -1.23], [-3.36, 1.81, -1.95], [-2.74, 1.25, -1.47], [-4.48, 1.39, 1.38], [-2.97, 1.39, 1.66], [-3.77, 0.87, 1.76]],
  "energy_ev": -31257.9629,
  "orbital_gap_ha": 0.39626,
  "relative_energy_kcal_mol": 35.01
}

---

[3]
{
  "formula": "C30H22N6NiOS",
  "method": "ωB97M-V/def2-TZVPD",
  "elements": ["Ni", "C", "C", "N", "C", "C", "N", "C", "C", "C", "C", "C", "N", "C", "C", "N", "C", "C", "N", "C", "C", "C", "N", "C", "C", "H", "H", "H", "H", "H", "H", "H", "H", "H", "H", "H", "H", "O", "S", "C", "C", "C", "C", "C", "C", "C", "C", "C", "C", "C", "C", "H", "H", "H", "H", "H", "H", "H", "H", "H", "H"],
  "coordinates": [[0.18, 1.52, 1.23], [-3.59, 0.09, -0.12], [-2.37, 0.76, -0.11], [-1.57, 0.69, 0.95], [-1.96, -0.08, 1.99], [-3.19, -0.73, 1.96], [-4.00, -0.63, 0.91], [-0.96, -0.20, 3.07], [-1.07, -0.88, 4.26], [0.01, -0.87, 5.15], [1.16, -0.15, 4.81], [1.21, 0.51, 3.60], [0.16, 0.46, 2.76], [2.30, 1.34, 3.05], [3.54, 1.56, 3.62], [4.46, 2.31, 3.03], [4.15, 2.86, 1.86], [2.90, 2.67, 1.27], [1.99, 1.91, 1.86], [-0.07, -1.59, 6.44], [0.49, -1.05, 7.59], [0.38, -1.77, 8.78], [-0.22, -2.96, 8.86], [-0.74, -3.47, 7.75], [-0.70, -2.83, 6.52], [-4.24, 0.15, -0.98], [-2.04, 1.36, -0.95], [-3.52, -1.33, 2.79], [-1.98, -1.40, 4.52], [2.01, -0.14, 5.48], [3.80, 1.12, 4.57], [4.90, 3.47, 1.38], [2.62, 3.14, 0.34], [0.96, -0.08, 7.60], [0.78, -1.37, 9.70], [-1.20, -4.45, 7.84], [-1.12, -3.31, 5.64], [0.16, 3.10, 0.20], [-0.42, 3.82, -1.03], [0.80, 5.00, -1.53], [0.38, 6.32, -1.54], [1.28, 7.31, -1.94], [2.56, 6.96, -2.31], [2.97, 5.63, -2.30], [2.09, 4.64, -1.91], [-0.32, 2.64, -2.35], [-1.17, 2.84, -3.44], [-1.14, 1.94, -4.49], [-0.29, 0.84, -4.44], [0.54, 0.64, -3.34], [0.53, 1.54, -2.29], [-0.63, 6.58, -1.23], [0.96, 8.34, -1.96], [3.26, 7.73, -2.62], [3.97, 5.37, -2.61], [2.38, 3.59, -1.95], [-1.83, 3.70, -3.47], [-1.78, 2.09, -5.35], [-0.27, 0.14, -5.26], [1.21, -0.21, -3.31], [1.19, 1.40, -1.44]],
  "energy_ev": -94320.0135,
  "orbital_gap_ha": [0.26057, 0.26114],
  "total_charge": 2,
  "relative_energy_kcal_mol": 4.14
}

---

[4]
{
  "formula": "C26H42NO2PtSbSi",
  "method": "ωB97M-V/def2-TZVPD",
  "elements": ["Pt", "O", "C", "O", "C", "C", "C", "C", "C", "N", "H", "H", "H", "H", "C", "Si", "C", "C", "C", "C", "C", "C", "C", "H", "H", "H", "H", "H", "H", "H", "H", "H", "H", "H", "C", "C", "C", "C", "Sb", "C", "C", "C", "C", "C", "C", "C", "C", "H", "H", "H", "H", "H", "H", "H", "H", "H", "H", "H", "H", "H", "H", "H", "H", "H", "H", "H", "H", "H", "H", "H", "H", "H", "H", "H"],
  "coordinates": [[-0.71, 0.17, 0.63], [-3.16, 1.25, 3.87], [-2.24, 0.88, 3.16], [-2.30, 0.79, 1.88], [-0.91, 0.50, 3.82], [-0.83, 0.37, 5.20], [0.38, 0.00, 5.76], [1.47, -0.20, 4.92], [1.30, -0.03, 3.56], [0.13, 0.31, 3.02], [-1.72, 0.55, 5.79], [0.47, -0.12, 6.83], [2.43, -0.48, 5.32], [2.12, -0.17, 2.87], [0.58, -2.74, 1.51], [-0.91, -2.08, 0.54], [-0.86, -2.79, -1.22], [-2.50, -2.77, 1.32], [-2.50, -4.17, 1.43], [-3.57, -4.86, 1.97], [-4.68, -4.16, 2.42], [-4.71, -2.78, 2.31], [-3.63, -2.09, 1.76], [0.64, -3.83, 1.40], [0.48, -2.53, 2.58], [1.52, -2.32, 1.16], [-0.75, -3.88, -1.15], [-0.04, -2.41, -1.82], [-1.80, -2.60, -1.74], [-1.64, -4.75, 1.09], [-3.54, -5.94, 2.05], [-5.53, -4.69, 2.85], [-5.57, -2.22, 2.65], [-3.68, -1.02, 1.68], [2.29, -1.40, -2.19], [2.59, 0.07, -1.92], [3.30, 0.68, -3.13], [3.52, 0.14, -0.71], [0.70, 1.04, -1.36], [1.17, 3.04, -0.59], [1.77, 2.86, 0.81], [2.14, 3.83, -1.48], [-0.14, 3.82, -0.43], [-0.49, 1.24, -3.19], [-0.95, -0.16, -3.56], [-1.73, 2.06, -2.85], [0.23, 1.88, -4.37], [3.24, -1.95, -2.25], [1.77, -1.56, -3.14], [1.70, -1.85, -1.39], [4.24, 0.14, -3.29], [3.54, 1.73, -2.99], [2.71, 0.58, -4.04], [4.41, -0.47, -0.91], [3.05, -0.25, 0.20], [3.87, 1.15, -0.51], [2.71, 2.32, 0.81], [1.08, 2.34, 1.48], [1.96, 3.85, 1.24], [3.14, 3.38, -1.48], [2.24, 4.84, -1.08], [1.79, 3.91, -2.51], [-0.93, 3.23, 0.05], [-0.51, 4.20, -1.38], [0.06, 4.69, 0.22], [-1.48, -0.62, -2.74], [-0.12, -0.81, -3.86], [-1.63, -0.09, -4.41], [-2.23, 1.70, -1.94], [-2.44, 1.96, -3.68], [-1.52, 3.12, -2.73], [1.00, 1.24, -4.79], [0.68, 2.85, -4.13], [-0.50, 2.06, -5.17]],
  "energy_ev": -50891.3828,
  "orbital_gap_ha": 0.27560,
  "relative_energy_kcal_mol": 29.95
}

---

[5]
{
  "formula": "C9H14",
  "method": "ωB97M-V/def2-TZVPD",
  "elements": ["C", "C", "H", "H", "H", "H", "H", "H", "C", "C", "C", "C", "C", "C", "C", "H", "H", "H", "H", "H", "H", "H", "H"],
  "coordinates": [[-0.34, 1.32, -3.27], [0.54, 0.09, -2.97], [-1.19, 0.93, -3.85], [-0.78, 1.87, -2.45], [0.14, 1.89, -4.06], [1.61, 0.25, -3.10], [0.19, -0.79, -3.49], [0.53, -0.07, -1.88], [2.10, 0.05, 1.71], [0.14, -1.19, 2.53], [0.63, -0.26, 1.60], [-1.22, -1.40, 2.57], [-0.20, 0.49, 0.78], [-2.11, -0.80, 1.67], [-1.56, 0.12, 0.80], [0.85, -1.72, 3.15], [-1.62, -2.14, 3.26], [2.39, 0.84, 1.00], [2.80, -0.72, 1.35], [0.08, 1.30, 0.14], [-3.10, -1.23, 1.62], [-2.22, 0.76, 0.21], [2.32, 0.43, 2.70]],
  "smiles": "Cc1ccccc1.CC",
  "energy_ev": -9559.3206,
  "orbital_gap_ha": 0.37083,
  "relative_energy_kcal_mol": 19.85
}

---

[6]
{
  "formula": "C22H23Cl2N3O6",
  "method": "ωB97M-V/def2-TZVPD",
  "elements": ["O", "O", "O", "Cl", "Cl", "N", "O", "O", "O", "C", "C", "C", "C", "C", "C", "C", "C", "C", "C", "C", "C", "C", "C", "C", "C", "N", "N", "C", "C", "C", "C", "C", "C", "H", "H", "H", "H", "H", "H", "H", "H", "H", "H", "H", "H", "H", "H", "H", "H", "H", "H", "H", "H", "H", "H", "H"],
  "coordinates": [[5.91, -4.91, 3.16], [-2.05, 2.59, -7.16], [3.12, -3.28, -0.46], [-5.98, 7.37, -0.84], [1.71, 0.42, -0.83], [-2.49, 3.72, -3.46], [-1.39, 0.49, -6.63], [-1.70, 2.82, -4.22], [2.83, -2.14, 3.71], [4.70, -4.76, 3.09], [-1.96, 1.68, -6.35], [2.40, -3.81, 0.38], [-2.26, 3.79, -2.17], [-4.23, 6.04, 0.80], [0.21, 2.03, 0.80], [-4.09, 5.55, -1.57], [-0.29, 2.13, -1.58], [-3.19, 5.14, 1.07], [-0.79, 2.98, 1.06], [-4.68, 6.25, -0.51], [0.46, 1.61, -0.52], [-3.05, 4.65, -1.31], [-1.30, 3.07, -1.33], [-2.61, 4.46, 0.00], [-1.53, 3.48, -0.02], [1.31, -4.47, -0.02], [4.17, -4.07, 2.08], [3.81, -5.37, 4.15], [-2.53, 1.91, -4.95], [0.35, -5.20, 0.81], [1.05, -1.82, 2.21], [2.76, -3.70, 1.87], [2.51, -2.26, 2.34], [-1.08, 0.57, -7.55], [3.78, -2.20, 3.79], [-4.70, 6.59, 1.62], [0.80, 1.63, 1.61], [-4.43, 5.70, -2.59], [-0.08, 1.79, -2.59], [-2.84, 4.98, 2.08], [-0.98, 3.32, 2.07], [1.16, -4.47, -1.01], [4.83, -3.76, 1.37], [3.24, -4.59, 4.65], [3.14, -6.09, 3.69], [4.44, -5.87, 4.88], [-2.58, 0.95, -4.42], [-3.55, 2.29, -5.05], [0.85, -6.00, 1.36], [-0.13, -4.52, 1.52], [-0.42, -5.64, 0.18], [0.40, -2.49, 2.77], [0.94, -0.81, 2.61], [0.75, -1.80, 1.16], [2.11, -4.36, 2.45], [3.14, -1.57, 1.78]],
  "smiles": "O=C(O)CON=C1c2cc(Cl)ccc2-c2ccc(Cl)cc21.CNC(=O)[C@@H](NC(C)=O)[C@@H](C)O",
  "energy_ev": -64987.0034,
  "orbital_gap_ha": 0.28857
}